No. 1
Computed, not measured: C31H35O4P2PdSSe2 as an isolated structure in a non-equilibrium geometry, with ωB97M-V with the def2-TZVPD basis set.

ORCA input file:
```
! wB97M-V def2-TZVPD RIJCOSX def2/J DEFGRID3
* xyz 1 5
Pd 0.07267 -0.31633 0.28744
C 2.59572 -3.87210 -1.08098
Se 1.90407 -2.07935 -1.41587
C 3.62393 -1.13162 -1.36172
C 3.69838 -0.05374 -2.43246
Se 2.43444 1.44041 -2.22165
C 2.19453 1.76583 -4.12145
H 3.20110 -3.87435 -0.17851
H 3.17585 -4.20568 -1.93649
H 1.73288 -4.52079 -0.95275
H 4.40158 -1.86551 -1.56285
H 3.75589 -0.73175 -0.35850
H 3.47678 -0.47091 -3.41157
H 4.69297 0.38991 -2.44262
H 1.82235 0.85865 -4.59163
H 3.13746 2.07879 -4.56296
H 1.45538 2.55743 -4.21744
O -0.10343 -0.92051 2.38821
P -1.45621 -1.47148 2.86872
C -0.50648 1.94663 2.74611
P 1.19214 1.67036 2.39053
O 1.41175 1.06169 0.99491
C 2.06171 0.70232 3.64374
C 2.11455 1.12958 4.96694
C 2.84256 0.40124 5.89700
C 3.50971 -0.75099 5.50691
C 3.46402 -1.17404 4.18264
C 2.74253 -0.44641 3.24776
C 2.08749 3.23287 2.40765
C 1.50021 4.44789 2.74489
C 2.25197 5.61509 2.67840
C 3.57626 5.56427 2.27303
C 4.16423 4.34919 1.93342
C 3.42233 3.18170 1.99995
C -1.58641 -3.24068 2.49980
C -2.72992 -3.95065 2.86212
C -2.81028 -5.31007 2.60719
C -1.74568 -5.96454 2.00127
C -0.60379 -5.25911 1.64272
C -0.52562 -3.89211 1.87402
C -1.50034 -1.37744 4.68878
C -2.69749 -1.16890 5.36740
C -2.71228 -1.18564 6.75503
C -1.53360 -1.39618 7.45794
C -0.33601 -1.58757 6.77722
C -0.31227 -1.57714 5.39116
H -0.83939 2.27677 3.72403
H -1.23936 1.67504 2.00007
H 1.59785 2.03555 5.26874
H 2.89833 0.74071 6.92376
H 4.07022 -1.32324 6.23637
H 3.98271 -2.07621 3.88213
H 2.70059 -0.76223 2.21374
H 0.46078 4.48697 3.05220
H 1.79787 6.56385 2.93814
H 4.15914 6.47643 2.22160
H 5.19954 4.31468 1.61951
H 3.86797 2.22928 1.73629
H -3.55172 -3.43916 3.35398
H -3.70016 -5.86173 2.88374
H -1.79952 -7.02987 1.81167
H 0.23114 -5.77997 1.19076
H 0.35378 -3.33268 1.58619
H -3.61311 -0.98987 4.81195
H -3.64206 -1.03183 7.28811
H -1.54497 -1.40578 8.54058
H 0.58331 -1.74851 7.32783
H 0.61703 -1.73070 4.85399
C -3.33371 -2.50788 -0.80425
C -2.31185 -1.62592 -0.15105
O -2.64521 -0.81991 0.74000
O -1.08829 -1.74212 -0.55290
H -4.32441 -2.25773 -0.43900
H -3.09940 -3.54939 -0.57512
H -3.28645 -2.38587 -1.88612
S -0.09122 0.83163 -1.58761
*
```

Results
**Electronic energy**: -7514.6000 Eh
**HOMO-LUMO gap (spin up / spin down)**: 7.245 / 5.825 eV
**Expectation value of S²**: 6.019
**Energy relative to the best compared isomer or geometry (same formula, charge and spin)**: 338.7 kJ/mol

Charges obtained by Löwdin population analysis, quoted in units of e: atom 1 (Pd): 0.64, atom 2 (C): -0.38, atom 3 (Se): 0.92, atom 4 (C): -0.53, atom 5 (C): -0.51, atom 6 (Se): 0.88, atom 7 (C): -0.36, atom 8 (H): 0.03, atom 9 (H): 0.02, atom 10 (H): 0.01, atom 11 (H): 0.07, atom 12 (H): 0.05, atom 13 (H): 0.06, atom 14 (H): 0.07, atom 15 (H): 0.04, atom 16 (H): 0.04, atom 17 (H): 0.03, atom 18 (O): -0.49, atom 19 (P): 1.00, atom 20 (C): 0.00, atom 21 (P): 0.74, atom 22 (O): -0.52, atom 23 (C): -0.30, atom 24 (C): -0.07, atom 25 (C): -0.07, atom 26 (C): -0.07, atom 27 (C): -0.07, atom 28 (C): -0.09, atom 29 (C): -0.28, atom 30 (C): -0.07, atom 31 (C): -0.07, atom 32 (C): -0.07, atom 33 (C): -0.06, atom 34 (C): -0.07, atom 35 (C): -0.31, atom 36 (C): -0.07, atom 37 (C): -0.07, atom 38 (C): -0.07, atom 39 (C): -0.07, atom 40 (C): -0.08, atom 41 (C): -0.32, atom 42 (C): -0.09, atom 43 (C): -0.07, atom 44 (C): -0.07, atom 45 (C): -0.07, atom 46 (C): -0.08, atom 47 (H): 0.05, atom 48 (H): 0.03, atom 49 (H): 0.12, atom 50 (H): 0.11, atom 51 (H): 0.11, atom 52 (H): 0.11, atom 53 (H): 0.10, atom 54 (H): 0.10, atom 55 (H): 0.11, atom 56 (H): 0.11, atom 57 (H): 0.11, atom 58 (H): 0.11, atom 59 (H): 0.11, atom 60 (H): 0.11, atom 61 (H): 0.11, atom 62 (H): 0.10, atom 63 (H): 0.09, atom 64 (H): 0.11, atom 65 (H): 0.11, atom 66 (H): 0.11, atom 67 (H): 0.11, atom 68 (H): 0.10, atom 69 (C): 0.02, atom 70 (C): -0.70, atom 71 (O): -0.10, atom 72 (O): -0.26, atom 73 (H): 0.09, atom 74 (H): 0.09, atom 75 (H): 0.09, atom 76 (S): 0.35

=====

No. 2
Computed, not measured: a 3-piece molecular cluster, C31H36BClO2 overall in a non-equilibrium geometry, with ωB97M-V with the def2-TZVPD basis set.

ORCA input file:
```
! wB97M-V def2-TZVPD RIJCOSX def2/J DEFGRID3
* xyz 0 1
Cl -1.52219 3.08427 -0.71882
C -0.66206 1.60854 -0.73029
C -1.36750 0.39322 -0.75954
C -0.69147 -0.79523 -0.51192
C 0.69588 -0.78009 -0.12203
C 1.37439 -1.94511 0.36520
C 2.79680 -2.28189 0.03032
C 2.76918 -3.79131 -0.40925
C 1.35985 -4.20494 -0.13967
C 0.63532 -3.16960 0.40700
C 1.40654 0.42447 -0.34980
C 0.73753 1.60612 -0.61659
H -2.43189 0.40796 -0.97059
H -1.20492 -1.75141 -0.65229
H 3.21234 -1.66961 -0.76980
H 3.43454 -2.12573 0.90823
H 2.98078 -3.87436 -1.48438
H 3.51689 -4.40416 0.10822
H 0.94046 -5.18473 -0.38482
H -0.41656 -3.24565 0.68913
H 2.49196 0.39687 -0.25897
H 1.28477 2.53717 -0.71949
C -1.87817 -2.39196 5.03946
C -1.28860 -2.22915 3.64670
C -2.36660 -1.94755 2.59577
C -0.04639 -1.20494 3.59767
C -0.26960 0.10439 2.87699
C 0.53367 -0.84497 4.94487
O 0.97816 -1.94572 2.90818
B 0.57833 -3.29392 2.91056
C 1.76208 -4.28845 3.10172
C 1.54520 -5.65773 3.31016
C 2.63683 -6.53338 3.34388
C 3.93457 -6.05958 3.17370
C 4.16032 -4.69147 2.99310
C 3.07659 -3.80511 2.98337
C 3.68878 -1.22338 6.24292
C 4.62786 -2.06019 5.48502
C 2.68481 -1.73264 7.08210
C 2.04506 -0.86133 8.03178
C 0.89079 -1.24740 8.70160
C 0.34131 -2.51848 8.49039
C 0.99320 -3.43146 7.64736
C 2.16852 -3.07799 6.99394
O -0.72444 -3.52698 3.28168
H -2.27856 -1.45474 5.45191
H -2.69351 -3.12334 5.01432
H -1.12240 -2.77046 5.73760
H -2.90321 -1.00776 2.78596
H -1.94797 -1.90313 1.57559
H -3.10362 -2.76524 2.61645
H -0.91297 0.76551 3.48229
H 0.68578 0.62491 2.72931
H -0.72684 -0.06132 1.88653
H -0.13964 -0.21855 5.54988
H 0.77172 -1.74571 5.51380
H 1.47134 -0.29659 4.78827
H 0.52300 -6.01567 3.46193
H 2.45480 -7.59986 3.51067
H 4.77780 -6.75297 3.14548
H 5.17076 -4.29120 2.87529
H 3.23630 -2.72933 2.89134
H 3.88993 -0.15836 6.30776
H 4.86303 -1.60973 4.51224
H 5.58474 -2.16356 6.01938
H 4.23837 -3.06875 5.32475
H 2.48578 0.12123 8.20686
H 0.41857 -0.54775 9.39681
H -0.58158 -2.80196 9.00286
H 0.57979 -4.43848 7.51187
H 2.68500 -3.82402 6.37698
*
```

Results
**Electronic energy**: -1838.2983 Eh
**HOMO-LUMO gap**: 1.989 eV

Charges obtained by Löwdin population analysis, quoted in units of e: atom 1 (Cl): 0.69, atom 2 (C): -0.70, atom 3 (C): -0.11, atom 4 (C): -0.04, atom 5 (C): -0.19, atom 6 (C): -0.15, atom 7 (C): -0.10, atom 8 (C): -0.14, atom 9 (C): -0.01, atom 10 (C): -0.08, atom 11 (C): -0.02, atom 12 (C): -0.10, atom 13 (H): 0.11, atom 14 (H): 0.11, atom 15 (H): 0.11, atom 16 (H): 0.11, atom 17 (H): 0.12, atom 18 (H): 0.11, atom 19 (H): 0.12, atom 20 (H): 0.12, atom 21 (H): 0.11, atom 22 (H): 0.11, atom 23 (C): 0.00, atom 24 (C): -0.40, atom 25 (C): 0.00, atom 26 (C): -0.43, atom 27 (C): 0.00, atom 28 (C): -0.02, atom 29 (O): 0.09, atom 30 (B): -0.64, atom 31 (C): -0.08, atom 32 (C): -0.03, atom 33 (C): -0.08, atom 34 (C): -0.09, atom 35 (C): -0.09, atom 36 (C): -0.06, atom 37 (C): -0.10, atom 38 (C): -0.11, atom 39 (C): -0.28, atom 40 (C): -0.05, atom 41 (C): -0.10, atom 42 (C): -0.11, atom 43 (C): -0.11, atom 44 (C): -0.04, atom 45 (O): 0.14, atom 46 (H): 0.10, atom 47 (H): 0.09, atom 48 (H): 0.08, atom 49 (H): 0.10, atom 50 (H): 0.07, atom 51 (H): 0.10, atom 52 (H): 0.11, atom 53 (H): 0.10, atom 54 (H): 0.06, atom 55 (H): 0.11, atom 56 (H): 0.07, atom 57 (H): 0.10, atom 58 (H): 0.12, atom 59 (H): 0.10, atom 60 (H): 0.10, atom 61 (H): 0.11, atom 62 (H): 0.10, atom 63 (H): 0.10, atom 64 (H): 0.08, atom 65 (H): 0.09, atom 66 (H): 0.05, atom 67 (H): 0.11, atom 68 (H): 0.10, atom 69 (H): 0.10, atom 70 (H): 0.11, atom 71 (H): 0.10